Here is a cluster of 14 separate species, C70H145F12N7O20S4 in total from the Open Molecules 2025 dataset. Energies are from ωB97M-V with the def2-TZVPD basis set.

Properties
Max |F|   0.075 Eh/bohr
DFT total energy   -7433.18708 Ha

Structure (ORCA input):
```
! RIJCOSX wB97M-V def2-TZVPD def2/J DEFGRID3
* xyz 0 1
C -0.60735 -0.34162 -6.27613
O 0.82264 -0.29514 -6.15840
C 1.32926 -1.50999 -5.68837
C 2.84973 -1.51480 -5.71578
N 3.36288 -1.07164 -7.05306
H 3.04064 -0.18364 -7.42602
H 4.37324 -1.01292 -6.92835
C 3.09480 -2.16208 -8.10756
C 3.92893 -3.41067 -7.88198
O 5.30320 -3.13235 -7.51700
C 5.99566 -2.37229 -8.49856
H -1.19566 -0.47722 -5.36795
H -1.05771 -0.99087 -7.02954
H -0.83746 0.67291 -6.60400
H 0.98432 -2.43157 -6.16755
H 1.03113 -1.58061 -4.63809
H 3.37935 -2.43535 -5.48644
H 3.12891 -0.79417 -4.94186
H 3.28617 -1.67011 -9.05996
H 2.04169 -2.43469 -8.07409
H 3.79307 -4.01970 -8.77923
H 3.63271 -4.03177 -7.03682
H 7.08110 -2.41138 -8.44221
H 5.58474 -1.36288 -8.59052
H 5.85151 -2.81605 -9.49304
C 0.20249 -5.11607 4.17563
C 1.54439 -5.00370 4.89378
C 1.42332 -4.44779 6.29148
N 2.69782 -4.09586 7.01320
C 2.35808 -3.53753 8.36775
C 3.51969 -2.79108 9.10380
C 4.04223 -1.64515 8.24996
C 4.57844 -2.27968 6.95227
C 3.43977 -3.01498 6.21093
C 3.61131 -5.31425 7.11371
H -0.50207 -5.66832 4.79223
H 0.39087 -5.47278 3.16238
H -0.12285 -4.09918 3.94997
H 2.21970 -4.27310 4.44030
H 2.16587 -5.89001 5.02444
H 1.12042 -5.29722 6.92168
H 0.65781 -3.70545 6.51948
H 1.52405 -2.84438 8.25525
H 1.96503 -4.35303 8.97600
H 3.22877 -2.49338 10.11271
H 4.28249 -3.53436 9.35013
H 3.26491 -0.90753 8.05265
H 4.88399 -1.14860 8.73356
H 5.02168 -1.59069 6.22933
H 5.42003 -2.97743 6.98000
H 2.68328 -2.30896 5.85830
H 3.74179 -3.56328 5.31857
H 4.00454 -5.53393 6.12232
H 3.15748 -6.06340 7.75646
H 4.44124 -4.92012 7.70234
C 2.19111 -3.00560 1.51906
C 1.01817 -2.65239 0.60991
C 0.32772 -1.28161 0.76920
N -0.46262 -0.75259 -0.42577
C 0.49654 -0.25892 -1.53187
C -0.10414 0.57072 -2.65007
C -0.79027 1.78399 -2.06702
C -1.77497 1.41704 -0.94158
C -1.13286 0.53004 0.08183
C -1.46471 -1.72539 -1.06011
H 2.79396 -3.88205 1.29968
H 1.75658 -3.12839 2.51462
H 2.84202 -2.12833 1.57882
H 0.18797 -3.31645 0.87769
H 1.16350 -2.96318 -0.42922
H 1.01967 -0.48352 1.03529
H -0.44122 -1.39164 1.52913
H 1.37609 0.09891 -0.99524
H 0.82330 -1.26406 -1.82211
H 0.69604 0.83564 -3.34346
H -0.82315 -0.02029 -3.21897
H -0.02716 2.44878 -1.65041
H -1.35696 2.26393 -2.87034
H -1.97454 2.33948 -0.39045
H -2.74705 1.03276 -1.24642
H -0.36259 1.09498 0.60894
H -1.87463 0.28580 0.84658
H -0.94059 -2.62552 -1.36709
H -1.97123 -1.18403 -1.85427
H -2.23281 -1.87773 -0.30152
C -8.08364 5.38912 -4.01271
C -7.36529 5.81045 -2.76816
C -6.03872 5.01216 -2.67595
N -5.28328 5.07315 -1.31212
C -3.99404 4.29855 -1.48403
C -2.98992 4.62727 -0.31572
C -2.93763 6.10847 0.10814
C -4.33483 6.69128 0.31850
C -5.17606 6.53114 -0.94897
C -6.23495 4.37176 -0.31357
H -8.34462 4.33197 -3.93887
H -7.47941 5.43739 -4.92231
H -8.93453 6.04031 -4.21036
H -7.96629 5.60085 -1.88336
H -7.15573 6.87904 -2.84011
H -5.34534 5.40628 -3.41955
H -6.14028 3.96713 -2.96472
H -3.50133 4.69230 -2.37382
H -4.14066 3.22914 -1.60485
H -1.99027 4.27354 -0.57444
H -3.25369 4.00082 0.54251
H -2.54324 6.62492 -0.77442
H -2.27721 6.30751 0.94954
H -4.22980 7.76588 0.47386
H -4.84993 6.21622 1.15227
H -4.76734 7.05173 -1.81702
H -6.13691 7.01635 -0.78843
H -6.36976 3.32409 -0.57348
H -7.16458 4.90218 -0.13524
H -5.64682 4.41504 0.60136
C 6.64546 2.26699 4.12107
C 5.39785 2.25596 3.24195
C 4.22342 2.95588 3.93122
N 2.89258 2.67166 3.26860
C 1.76706 3.02114 4.26402
C 0.37036 3.02942 3.59292
C 0.43868 3.76779 2.26273
C 1.46526 3.20325 1.31031
C 2.84760 3.43642 1.96674
C 2.73847 1.18476 3.00784
H 6.66173 3.15614 4.76027
H 7.62314 2.34592 3.64903
H 6.61765 1.37992 4.75604
H 5.11273 1.25270 2.93650
H 5.75084 2.67585 2.29649
H 4.36935 4.01950 3.74623
H 4.19813 2.62241 4.96696
H 1.95090 4.00567 4.69669
H 1.88189 2.29557 5.06661
H -0.26188 3.52272 4.33384
H -0.05455 2.02774 3.51004
H 0.75034 4.79382 2.48590
H -0.51029 3.84031 1.72682
H 1.53400 3.71547 0.34830
H 1.34783 2.16541 1.00233
H 3.02615 4.47829 2.23238
H 3.64190 3.08872 1.30332
H 1.69336 1.08307 2.72156
H 2.89525 0.63030 3.92788
H 3.30324 0.86989 2.13385
C -6.15703 -6.39310 1.38129
C -4.91574 -5.89819 2.18142
C -5.13075 -4.50563 2.71777
N -3.86787 -3.72968 3.11797
C -3.15936 -4.50373 4.26138
C -3.93851 -4.43121 5.56962
C -4.16218 -2.97345 5.92432
C -5.06390 -2.37745 4.82413
C -4.25310 -2.32437 3.51956
C -2.89527 -3.62278 1.97920
H -6.06420 -6.10102 0.33497
H -7.11384 -6.07591 1.79395
H -6.19252 -7.48225 1.30188
H -4.08969 -5.96143 1.47047
H -4.63649 -6.74954 2.81141
H -5.90035 -4.34120 3.46089
H -5.37491 -3.94878 1.80373
H -2.90223 -5.48963 3.88002
H -2.19828 -4.01198 4.40831
H -4.79098 -5.11409 5.57023
H -3.41369 -4.79051 6.46244
H -4.55413 -2.83068 6.93587
H -3.20410 -2.47244 6.08724
H -6.04506 -2.84315 4.75809
H -5.34401 -1.34400 5.04683
H -4.78809 -1.76653 2.74656
H -3.36008 -1.70627 3.62363
H -2.03980 -3.01990 2.28611
H -3.38803 -3.05754 1.18732
H -2.62125 -4.63047 1.68639
C 5.06613 6.02541 -6.82775
C 4.35559 5.29934 -5.68391
C 2.95236 4.81299 -6.06377
N 2.18226 4.02159 -5.02570
C 1.06911 3.20916 -5.69596
C 0.04464 4.20687 -6.21114
C -0.54630 5.21899 -5.15832
C 0.54819 5.90865 -4.37146
C 1.59691 4.87343 -3.92349
C 3.09676 3.02842 -4.37745
H 4.50433 6.93460 -7.05569
H 5.25445 5.53135 -7.77839
H 6.01017 6.35888 -6.39627
H 4.29745 5.95045 -4.81157
H 4.94144 4.42792 -5.38655
H 2.94181 4.25145 -6.99615
H 2.31391 5.68840 -6.18063
H 1.45521 2.52184 -6.44690
H 0.58782 2.57428 -4.94941
H 0.45273 4.82716 -7.01873
H -0.73950 3.67683 -6.75045
H -1.21993 5.78718 -5.79350
H -1.06329 4.45660 -4.56685
H 0.98232 6.74320 -4.93049
H 0.20440 6.42777 -3.47409
H 2.41232 5.34941 -3.38001
H 1.10093 4.23037 -3.19482
H 2.47034 2.23781 -3.97052
H 3.63079 3.53612 -3.57810
H 3.81014 2.55372 -5.04938
C 4.21553 -0.03417 -1.87722
C 4.21956 1.33538 -1.17682
O 5.12580 1.56183 -0.35792
O 3.17403 2.04482 -1.34277
H 4.74408 0.10956 -2.82335
H 3.22487 -0.47647 -1.87209
H 4.90221 -0.63755 -1.28196
C -3.50158 1.77256 2.81139
C -4.25827 1.25987 1.57012
O -4.30077 0.02781 1.40680
O -4.89940 2.14250 0.93556
H -4.24337 2.28092 3.42695
H -2.63218 2.41662 2.63661
H -3.02586 0.95823 3.36403
C -5.38502 -2.63641 -2.53226
C -5.64147 -3.23195 -1.14889
O -6.74990 -2.94633 -0.64711
O -4.81746 -4.05775 -0.66453
H -4.47591 -2.03147 -2.41976
H -6.10527 -1.96406 -2.99291
H -5.15838 -3.44677 -3.22806
C -0.49833 -0.17521 6.23440
F 0.04147 -0.78710 7.29144
F -1.82015 -0.11234 6.32121
F 0.01752 1.06000 6.20419
S -0.03116 -1.07298 4.61967
O -0.72718 -2.35218 4.64971
O -0.48107 -0.19026 3.54131
O 1.40592 -1.14411 4.65403
C 2.89465 -5.42518 -2.82327
F 3.95544 -5.77401 -3.55669
F 2.50491 -6.49760 -2.12693
F 3.26732 -4.46235 -1.98107
S 1.50646 -4.67713 -3.90127
O 2.16601 -4.40468 -5.18063
O 0.43345 -5.63239 -4.02044
O 1.08193 -3.46670 -3.22888
C 4.77917 -5.87035 2.38906
F 4.98415 -4.82510 1.57544
F 3.47578 -5.88472 2.72681
F 4.98398 -7.00560 1.73353
S 5.74352 -5.65269 3.96753
O 5.22709 -6.73306 4.79666
O 7.16018 -5.68716 3.66275
O 5.25559 -4.34177 4.37249
C -4.20592 1.11256 -4.12803
F -4.20359 1.73104 -2.93503
F -3.30726 0.10443 -4.04035
F -5.36162 0.54892 -4.38496
S -3.79219 2.46512 -5.34888
O -4.44983 2.17303 -6.60586
O -4.23518 3.71850 -4.73390
O -2.34790 2.40340 -5.45069
*
```

These are the Mulliken partial charges, in e, on atoms 1 to 2: atom 1 (C): -0.85, atom 2 (O): -0.24